Formula: C36H76N4O4
Source: OMol25
Level of theory: ωB97M-V/def2-TZVPD

Geometry as XYZ:
```
120
Properties=species:S:1:pos:R:3:forces:R:3
C -2.06415 2.02614 -2.58624 1.819 -1.773 -3.013
C -1.42960 0.69876 -2.05442 -0.152 0.147 -0.616
C -2.11327 0.27298 -0.73282 0.716 -1.603 -0.123
C -1.71685 -1.15985 -0.43062 -0.747 0.801 1.706
C -2.08070 -2.13344 -1.44642 1.325 -0.105 -2.384
C -1.45833 -1.73910 -2.83182 -1.955 -1.464 -1.053
N -1.86906 -0.32171 -3.04589 -0.579 -1.197 0.079
O -1.52390 0.03231 -4.36983 1.319 0.220 -0.191
C 0.05596 -2.06036 -2.89893 -7.813 2.391 -0.939
C -2.28014 -2.73230 -3.88590 0.580 1.295 1.233
C 0.12396 0.83260 -1.83843 -0.775 -0.326 -1.580
H -3.13905 1.86460 -2.66752 -0.098 0.279 0.229
H -1.69383 2.38313 -3.54724 0.182 -0.547 -0.187
H -1.79123 2.73330 -1.80295 4.642 0.021 -7.713
H -1.74105 0.86409 0.10393 -0.323 -3.235 -0.873
H -3.18688 0.45706 -0.69296 0.256 -0.402 -1.017
H -2.24871 -1.55351 0.43556 0.065 0.544 0.760
H -0.66610 -1.12357 -0.14303 -0.669 -0.376 -0.312
H -3.16448 -2.12737 -1.56256 -0.034 -0.407 0.025
H -1.66600 -3.09177 -1.13382 -0.395 -0.439 -0.266
H 0.27320 -3.11641 -3.05913 -2.894 1.541 -2.043
H 0.66890 -1.38041 -3.49061 -1.256 0.413 -1.230
H 0.56925 -2.01534 -1.93840 -4.875 2.057 -0.582
H -1.78241 -2.84546 -4.84901 -0.154 0.220 0.007
H -2.46844 -3.72186 -3.46946 0.843 -0.211 0.350
H -3.32178 -2.42114 -3.96508 0.080 0.728 -0.455
H 0.67694 -0.06829 -1.57252 -0.691 0.208 0.555
H 0.42104 1.67244 -1.21033 -0.925 -1.016 -0.286
H 0.55133 0.96003 -2.83303 -0.021 0.697 -0.316
H -2.31842 0.08944 -4.90562 -0.412 -0.093 0.457
C 2.15414 -2.79844 1.60313 1.031 -1.673 0.198
C 2.03972 -3.57826 0.25557 0.184 0.306 0.576
C 1.60433 -2.52297 -0.77027 2.174 -1.058 0.399
C 1.72018 -2.97256 -2.17788 7.940 -4.635 1.570
C 3.16431 -3.49064 -2.47630 -0.874 0.812 0.686
C 3.79701 -4.58901 -1.53462 -2.144 1.626 0.701
N 3.36105 -4.20823 -0.08109 -0.891 2.890 -3.609
O 3.78185 -5.05070 0.87731 0.368 -1.837 1.371
C 3.30033 -5.98271 -2.02478 0.994 0.204 0.358
C 5.29469 -4.36689 -1.59966 1.570 -1.092 -0.539
C 0.92734 -4.58245 0.46723 -1.170 -0.414 -0.141
H 2.90473 -2.01014 1.66052 0.567 -1.021 -0.233
H 2.52386 -3.42891 2.41178 -1.030 -0.548 0.285
H 1.19614 -2.28949 1.70945 0.244 -0.960 0.851
H 0.64678 -2.02625 -0.61384 0.070 -1.848 0.839
H 2.23907 -1.64313 -0.66498 0.659 -0.661 -0.579
H 1.39697 -2.11097 -2.76208 6.021 -1.797 -0.378
H 1.08771 -3.81589 -2.45515 1.111 -0.627 1.231
H 3.76832 -2.58331 -2.48077 0.432 -0.111 0.000
H 2.99349 -3.78306 -3.51235 0.981 -0.618 -0.095
H 3.81903 -6.71484 -1.40588 -0.192 -0.381 -0.188
H 2.23339 -6.20452 -2.04810 -0.135 0.561 0.685
H 3.56291 -6.11702 -3.07412 0.554 0.009 0.024
H 5.95244 -4.88114 -0.89893 -0.654 -0.217 0.786
H 5.71899 -4.80025 -2.50534 -0.387 0.050 -0.612
H 5.66761 -3.34268 -1.60495 -0.730 0.217 0.163
H 1.12293 -5.26245 1.29635 0.142 -0.142 -0.216
H 0.59751 -5.12189 -0.42065 0.781 -0.411 -0.248
H -0.02604 -4.09800 0.67812 0.049 0.545 0.569
H 4.17076 -4.47428 1.53919 0.419 -0.119 0.132
C -2.03295 2.83708 -0.20529 -3.265 4.028 0.270
C -3.01462 3.49432 0.66884 0.074 2.100 1.067
C -4.32446 2.77748 0.42644 -1.415 0.110 1.498
C -4.48769 1.44516 1.17809 0.991 0.794 -3.408
C -4.18058 1.56308 2.58907 0.183 0.166 1.547
C -2.89255 2.23917 3.08868 -1.111 1.679 0.018
N -2.66947 3.47923 2.20554 -2.451 -2.336 -0.275
O -1.50468 4.14287 2.59124 0.129 0.489 -0.136
C -3.06969 2.71591 4.55743 0.983 0.566 0.458
C -1.78095 1.26471 3.09143 -1.621 1.141 -1.360
C -3.10525 5.04713 0.30561 0.411 -0.420 0.281
H -2.29107 2.72713 -1.25856 -6.232 0.867 7.808
H -1.66593 1.87974 0.16470 -3.794 2.798 -1.706
H -1.08535 3.37240 -0.26527 -1.451 1.362 -1.095
H -5.13634 3.39289 0.81402 -0.234 0.384 -0.214
H -4.51069 2.57059 -0.62742 0.212 0.444 -0.117
H -3.83330 0.77642 0.61894 -0.363 -0.355 0.954
H -5.51137 1.13057 0.97508 -0.037 -0.287 0.354
H -4.08128 0.52449 2.90462 -0.806 0.107 1.073
H -4.99624 2.18105 2.96445 -0.265 -0.582 0.854
H -3.48240 3.71705 4.68189 -0.450 -0.094 -0.276
H -3.49178 2.05860 5.31763 -0.866 -0.472 -0.715
H -2.08537 2.78487 5.02054 0.500 0.364 -0.336
H -1.98285 0.31304 3.58303 -0.688 0.473 0.582
H -1.67436 0.94288 2.05549 -0.530 0.610 0.632
H -0.80300 1.63390 3.40033 -1.023 1.317 0.133
H -3.65123 5.73743 0.94864 -0.785 -0.690 0.396
H -3.47980 5.20639 -0.70555 0.044 -0.251 -0.110
H -2.12843 5.52541 0.37756 0.441 -0.457 -0.374
H -1.93760 4.86086 3.05885 0.738 0.499 0.218
C 1.03173 4.44295 0.64867 0.334 -0.227 0.357
C 1.72175 3.04586 0.62709 1.144 -0.324 1.507
C 2.99483 3.17878 1.52568 1.469 -2.446 1.546
C 3.59440 1.75269 2.06073 -3.430 1.037 -1.718
C 2.38260 1.01531 2.67791 1.000 -0.784 0.131
C 1.15948 0.64171 1.73234 1.209 1.804 1.364
N 0.77590 2.02166 1.20481 2.000 -0.551 2.238
O -0.48871 2.15147 0.64927 8.766 -2.432 4.280
C 1.57294 -0.36043 0.67418 1.298 2.905 0.640
C 0.01687 -0.14749 2.53636 3.102 0.799 -1.434
C 2.28503 2.72316 -0.72430 -0.643 0.759 -2.392
H 0.68631 4.69210 1.65203 -0.278 -0.491 0.040
H 0.19317 4.54558 -0.04008 0.219 0.030 -0.040
H 1.74776 5.24654 0.47647 0.267 -0.225 -0.562
H 3.95699 3.42488 1.07647 -0.711 1.358 -0.964
H 2.84027 3.80326 2.40558 -0.178 0.082 -0.027
H 4.48764 1.91598 2.66370 -0.335 -0.192 0.226
H 3.82479 1.18038 1.16212 0.670 0.065 -0.084
H 2.10581 1.63568 3.53033 -0.647 -0.313 0.131
H 2.81898 0.07903 3.02582 -0.390 -0.380 0.529
H 2.28490 -1.05588 1.11865 -1.367 1.636 -0.855
H 0.73224 -0.83075 0.16415 0.961 1.184 1.102
H 2.22753 0.19627 0.00359 -0.407 -0.058 -0.654
H -0.40365 0.35481 3.40755 2.247 -2.020 -0.530
H -0.68742 -0.05459 1.70965 0.091 -1.907 0.554
H 0.47825 -1.10831 2.76448 -0.518 0.006 -0.179
H 2.93964 1.86797 -0.89233 0.219 0.096 0.711
H 2.74678 3.62359 -1.12943 0.559 0.018 0.222
H 1.50685 2.55802 -1.46946 0.380 0.490 0.187
H -0.98030 2.69433 1.26997 0.508 0.313 0.844
```
Positions in Å, forces in eV/Å.

## Properties
LUMO = 0.62 eV
Highest occupied orbital energy = -7.64 eV
Energy relative to the best compared isomer or geometry (same formula, charge and spin) = 2547.0 kJ/mol
E_tot = -1936.102790 Eh

Atom charges from the Mulliken analysis, given in e for atoms 1 to 99: C -1.87; C 1.50; C -0.49; C -0.26; C -1.98; C 1.27; N 0.19; O -0.50; C -0.12; C -1.90; C -0.41; H 0.45; H 0.47; H 0.33; H 0.00; H 1.00; H 0.70; H -0.05; H 0.65; H 0.48; H 0.45; H 0.06; H -0.66; H 0.35; H 0.42; H 0.53; H 0.51; H -1.76; H 1.24; H 0.37; C -1.76; C 1.45; C -0.03; C 0.50; C -2.23; C 1.75; N 0.66; O -0.56; C -1.71; C -1.87; C -1.87; H 0.64; H 0.68; H -0.40; H 0.24; H 0.25; H -0.36; H 0.47; H 0.29; H 0.47; H 0.42; H 0.31; H 0.40; H 0.34; H 0.45; H 0.36; H 0.42; H 0.31; H 0.34; H 0.37; C -1.30; C 2.59; C -1.83; C 0.67; C -2.20; C 2.57; N -0.82; O -0.20; C -2.01; C -2.30; C -2.04; H 0.61; H 0.33; H -0.21; H 0.46; H 0.44; H -0.56; H 0.83; H 0.41; H 0.41; H 0.37; H 0.38; H 0.41; H 0.72; H -0.61; H 0.69; H 0.44; H 0.35; H 0.38; H 0.48; C -1.78; C 1.81; C -1.51; C -0.71; C -1.64; C 0.85; N 0.05; O 0.19; C -0.56